{
  "formula": "C4H12S2",
  "method": "ωB97M-V/def2-TZVPD",
  "elements": ["C", "C", "S", "H", "H", "H", "H", "H", "H", "C", "C", "S", "H", "H", "H", "H", "H", "H"],
  "positions_angstrom": [[1.2764, -1.6680, 0.4833], [2.3631, -0.6205, 0.6938], [2.5349, 0.5873, -0.6758], [1.4149, -2.4903, 1.1942], [1.2848, -2.0534, -0.5264], [0.2938, -1.2474, 0.6710], [2.1816, -0.0616, 1.6040], [3.3501, -1.0800, 0.7370], [1.5952, 1.4585, -0.2864], [-1.4484, 1.1968, 1.1977], [-1.5828, 0.8006, -0.2730], [-2.9764, -0.3179, -0.5882], [-1.2912, 0.3035, 1.7994], [-2.3613, 1.6959, 1.5111], [-0.6163, 1.8904, 1.3242], [-1.8051, 1.6675, -0.8970], [-0.6604, 0.3491, -0.6357], [-2.5178, -1.3609, 0.1177]],
  "forces_ev_per_a": [[0.1642, 0.0659, 0.4142], [-0.1119, 0.0910, -0.4857], [-0.0510, -0.0758, 0.0970], [-0.0178, 0.0363, -0.1436], [0.0759, -0.1763, -0.2305], [-0.1657, 0.1007, -0.0219], [0.1949, 0.0116, 0.2049], [-0.0528, -0.0147, 0.1656], [-0.0395, -0.0544, 0.0309], [-0.1514, 0.0140, -0.6296], [0.0306, 0.0113, 0.2134], [-0.0191, -0.0546, -0.0379], [0.0322, 0.0763, 0.1861], [-0.0461, -0.0340, 0.2244], [0.0895, -0.0450, 0.1075], [0.1090, 0.0121, 0.0248], [-0.0620, 0.0303, -0.1386], [0.0209, 0.0054, 0.0189]],
  "mulliken_charge": [-0.742, -0.501, -0.186, 0.352, 0.313, 0.046, 0.319, 0.310, 0.075, -0.892, -0.400, -0.185, 0.295, 0.351, 0.245, 0.335, 0.173, 0.095],
  "energy_ha": -955.9577,
  "smiles": "CCS.CCS",
  "total_charge": 0
}